Entry from the Open Molecules 2025 dataset: a cluster of 3 separate species, C8H13N in total in a non-equilibrium geometry (ωB97M-V/def2-TZVPD).

The geometry in XYZ format:
```
22
Properties=species:S:1:pos:R:3:nbo_charge:R:1
C -1.053 1.318 3.000 -0.736
C 1.901 0.452 -0.433 -0.736
C -0.892 -0.679 -2.915 -0.703
C 0.115 1.283 2.055 0.298
C 0.550 0.056 -0.136 0.190
C -0.402 -1.362 -1.694 0.044
C -0.594 -0.190 0.201 -0.171
C -0.113 -2.633 -1.497 -0.500
N 1.205 1.890 2.178 -0.743
H 1.288 2.474 3.030 0.325
H -1.585 -0.411 0.520 0.252
H -1.282 0.308 3.353 0.228
H -0.866 1.961 3.874 0.202
H -1.945 1.685 2.483 0.227
H 1.957 0.964 -1.395 0.243
H 2.193 1.145 0.372 0.304
H 2.569 -0.410 -0.442 0.247
H -1.858 -0.198 -2.738 0.220
H -0.203 0.110 -3.230 0.218
H -1.010 -1.378 -3.756 0.207
H 0.248 -3.006 -0.543 0.200
H -0.224 -3.380 -2.289 0.185
```

The LUMO energy (spin up / spin down) comes out at 0.63 / 0.96 eV. The total energy comes out at -367.08358 a.u. The net charge is 0.

Entry from the Open Molecules 2025 dataset: a structure of composition C8H13N in a non-equilibrium geometry (ωB97M-V/def2-TZVPD).

The geometry in XYZ format:
```
22
Properties=species:S:1:pos:R:3:nbo_charge:R:1
C -0.189 -0.860 1.661 -0.092
C -1.148 -0.369 0.498 -0.430
C -0.316 -0.363 -0.882 -0.198
C -0.771 0.359 -2.116 -0.399
C 0.793 0.752 -2.217 -0.388
C 0.724 0.736 -0.705 -0.252
C 1.540 0.324 0.326 -0.195
C 1.209 -0.260 1.410 -0.189
H -1.068 0.646 2.636 0.373
H -1.255 -1.384 3.546 0.366
H 0.038 -2.027 1.712 0.203
H -1.591 0.610 0.629 0.208
H -1.902 -1.223 0.274 0.216
H 0.240 -1.256 -1.169 0.212
H -1.222 -0.010 -3.042 0.206
H -1.428 1.222 -1.924 0.199
H 1.340 -0.007 -2.754 0.208
H 1.042 1.645 -2.770 0.202
H -0.053 1.685 -0.414 0.186
H 2.620 0.755 0.152 0.196
H 1.977 -0.622 2.116 0.215
N -0.580 -0.350 3.032 -0.847
```

The LUMO energy comes out at 0.71 eV. The total energy comes out at -367.16547 a.u. The net charge is 0.

Entry from the Open Molecules 2025 dataset: a structure of composition C8H13N14O3W (ωB97M-V/def2-TZVPD).

The geometry in XYZ format:
```
39
Properties=species:S:1:pos:R:3:nbo_charge:R:1
W 0.456 0.168 -0.459 1.990
N 1.832 2.833 1.118 -0.527
C 1.076 1.978 1.922 0.485
N 1.010 1.973 3.206 -0.221
N 0.262 0.865 3.526 0.054
N -0.124 0.247 2.499 -0.085
N 0.364 0.915 1.387 -0.508
C 1.758 2.640 -0.198 0.553
N 2.789 2.591 -1.116 -0.146
N 2.399 1.844 -2.070 0.131
N 1.058 1.536 -1.934 -0.223
N 0.642 2.147 -0.764 -0.391
H 2.631 3.304 1.538 0.493
O 2.552 -0.323 -0.120 -0.469
N 2.432 -1.462 -0.712 0.739
O 3.238 -2.257 -0.901 -0.056
O 1.135 -1.595 -1.087 -0.497
C -3.152 -1.224 1.770 0.181
N -3.895 -1.132 0.735 -0.274
C -3.842 -2.062 -0.479 -0.054
N -3.369 -1.302 -1.580 -0.409
C -1.939 -1.191 -1.798 -0.107
N -1.156 -0.346 -0.896 -0.535
C -4.425 1.987 -0.793 0.174
N -4.430 0.712 -0.711 -0.266
C -4.788 0.005 0.541 -0.081
C -4.248 -0.222 -1.910 -0.059
H -2.515 -2.095 1.879 0.253
H -3.097 -0.434 2.514 0.255
H -4.867 -2.402 -0.631 0.256
H -3.199 -2.905 -0.240 0.262
H -1.795 -0.829 -2.819 0.258
H -1.527 -2.202 -1.795 0.254
H -4.259 2.460 -1.757 0.258
H -4.574 2.610 0.084 0.252
H -5.805 -0.380 0.430 0.277
H -4.738 0.681 1.392 0.263
H -3.893 0.369 -2.750 0.263
H -5.256 -0.592 -2.114 0.257
```

The LUMO energy comes out at -11.91 eV. The total energy comes out at -1370.69727 a.u. The net charge is +3.

Entry from the Open Molecules 2025 dataset: the ion C8H13N2 with charge +1 in a non-equilibrium geometry (ωB97M-V/def2-TZVPD).

The geometry in XYZ format:
```
23
Properties=species:S:1:pos:R:3:nbo_charge:R:1
C 1.374 1.858 -0.577 -0.610
C 1.334 0.759 0.473 -0.037
C 2.080 -0.545 0.087 -0.407
C 1.123 -1.173 -0.945 -0.465
C -0.252 -0.808 -0.461 0.174
C -1.442 -1.399 -0.608 -0.223
C -2.639 -0.652 -0.013 -0.229
N -2.219 0.081 1.274 -0.502
C -1.007 0.552 1.339 0.395
N -0.124 0.323 0.387 -0.366
H 0.929 1.507 -1.498 0.220
H 2.436 2.283 -0.714 0.243
H 0.736 2.668 -0.035 0.215
H 1.683 1.189 1.362 0.229
H 2.134 -1.230 0.922 0.229
H 3.124 -0.277 -0.362 0.253
H 1.170 -2.247 -0.916 0.252
H 1.278 -0.988 -1.996 0.251
H -1.703 -2.287 -1.295 0.266
H -3.020 0.145 -0.716 0.217
H -3.408 -1.227 0.364 0.225
H -2.961 0.199 1.950 0.445
H -0.625 1.267 1.979 0.224
```

The LUMO energy comes out at -3.56 eV. The total energy comes out at -421.87634 a.u. The SMILES is C[C@@H]1CCC2=CCNC=[N+]21. The net charge is +1.

Entry from the Open Molecules 2025 dataset: a structure of composition C8H13N2 in a non-equilibrium geometry (ωB97M-V/def2-TZVPD).

The geometry in XYZ format:
```
23
Properties=species:S:1:pos:R:3:nbo_charge:R:1
C 3.342 0.206 1.171 -0.218
C 1.070 -0.262 0.820 -0.193
C 0.051 -0.547 -0.001 0.077
C 2.372 -0.115 0.275 -0.012
C -2.179 -1.112 -0.299 0.055
C -2.542 0.209 0.070 0.238
C 2.777 -0.704 -1.071 -0.653
C -2.385 1.648 -0.274 -0.658
N -1.140 -0.923 0.600 -0.462
N -3.339 -0.817 0.691 -0.538
H 4.325 0.332 0.959 0.191
H 3.183 0.475 2.145 0.189
H 1.069 -0.241 1.854 0.226
H 0.228 -0.445 -1.013 0.190
H -2.406 -1.688 -1.095 0.231
H 3.671 -0.038 -1.301 0.239
H 2.088 -0.578 -1.836 0.210
H 3.090 -1.854 -0.933 0.254
H -1.888 1.754 -1.203 0.255
H -1.937 2.216 0.449 0.245
H -3.409 1.959 -0.550 0.254
H -4.203 -0.963 0.234 0.433
H -3.064 -1.153 1.588 0.449
```

The LUMO energy (spin up / spin down) comes out at -2.72 / -5.91 eV. Its spin multiplicity is 3. Its expectation value of S² is 2.030. The total energy comes out at -421.59226 a.u. The net charge is +1.

Entry from the Open Molecules 2025 dataset: the ion C8H13N2O with charge +1 in a non-equilibrium geometry (ωB97M-V/def2-TZVPD).

The geometry in XYZ format:
```
24
Properties=species:S:1:pos:R:3:nbo_charge:R:1
C 1.020 -3.600 -0.770 -0.682
C 0.734 -2.206 -0.460 0.105
C -0.356 -1.597 -1.214 -0.209
C -0.760 -0.302 -0.954 0.069
N -0.032 0.493 -0.082 -0.318
C -0.329 1.938 0.226 0.550
C -1.182 2.033 1.452 -0.692
N -0.962 2.359 -1.123 -0.856
O 0.906 2.550 0.561 -0.702
C 0.852 -0.027 0.750 0.124
C 1.317 -1.400 0.547 -0.241
H 2.044 -3.954 -0.362 0.255
H 0.170 -4.379 -0.396 0.275
H 1.013 -3.746 -1.869 0.257
H -1.010 -2.200 -1.801 0.247
H -1.534 0.177 -1.483 0.266
H -2.158 1.651 1.528 0.256
H -1.228 2.994 2.020 0.254
H -0.668 1.389 2.284 0.234
H -0.284 2.563 -1.805 0.391
H -1.653 3.066 -1.011 0.391
H 0.815 3.178 1.247 0.501
H 1.336 0.765 1.349 0.270
H 1.950 -1.744 1.368 0.255
```

The LUMO energy comes out at -4.14 eV. The total energy comes out at -497.11307 a.u. The SMILES is Cc1cc[n+]([C@](C)(N)O)cc1. The net charge is +1.

Question: Which value of net charge does entry 5 give?
Answer: +1